1.
117
Properties=species:S:1:pos:R:3:forces:R:3 method="wB97M-V/def2-TZVPD" homo_lumo_gap_ev=7.46 lumo_ha=-0.031 spin_multiplicity=1 e_homo_ha=-0.305 smiles="C=CC(=O)OCCCCCC[C@@]1(CCCCCCCC)OS(=O)(=O)O[C@H]1C[C@@H](C)F.COC(=O)OC.COC(=O)OC.COC(=O)OC.COC(=O)OC" total_charge=0
C 7.13255 6.61393 -1.56910 0.071 0.058 -0.794
C 7.86571 5.50695 -1.94264 0.899 -0.413 1.061
C 7.33096 4.48545 -2.87082 1.623 1.512 -0.946
O 6.53162 4.79630 -3.67971 -1.905 0.242 -1.715
O 7.76648 3.20084 -2.81805 0.294 -0.356 0.772
C 7.58373 2.57672 -1.54129 -0.130 0.300 1.123
C 6.12837 2.20516 -1.24559 0.526 -0.882 -0.363
C 5.65974 0.91036 -1.96517 -0.303 0.322 0.413
C 4.54959 0.25148 -1.10776 -0.483 1.399 -0.608
C 3.39060 1.30258 -0.94517 0.611 -1.010 -0.300
C 2.01814 0.61612 -0.83706 0.206 0.092 0.085
C 0.79629 1.60219 -0.87820 0.148 -0.738 -1.061
C -0.28803 1.19428 0.15341 0.640 0.683 1.211
C -0.75129 2.30884 1.12640 -1.128 -0.328 0.044
C -2.10073 2.98853 0.73252 0.343 1.208 0.743
C -1.95705 4.48786 0.29771 -0.275 -0.843 -0.558
C -2.83668 4.80714 -0.95066 1.506 0.127 0.318
C -2.15183 5.91335 -1.78858 -0.803 -0.247 -0.104
C -3.06429 6.60777 -2.82639 0.216 -0.482 0.304
C -4.43303 7.06273 -2.29604 0.565 0.359 -0.845
O 1.40958 2.90403 -0.68627 -0.579 0.183 0.081
S 1.30191 3.91683 -1.91206 0.167 0.422 0.529
O 1.08299 5.17311 -1.30676 -1.273 0.553 0.304
O 2.37051 3.94259 -2.83971 0.710 -1.295 -0.447
O 0.05524 3.20135 -2.60376 0.494 0.481 1.028
C 0.06475 1.78005 -2.25555 -0.442 -0.517 -1.920
C 0.59368 1.00437 -3.47554 0.065 -0.177 0.319
C -0.06786 1.45080 -4.79206 0.742 1.092 -0.167
C 0.82539 2.45057 -5.52597 -0.039 -0.137 -0.087
F -0.27845 0.36640 -5.63982 0.061 -0.408 0.220
H 6.98918 7.42704 -2.28481 -1.910 -0.892 -0.442
H 6.67578 6.70937 -0.58324 1.743 0.938 0.600
H 8.85793 5.38936 -1.48845 -0.964 -1.285 1.369
H 8.23164 1.70128 -1.45207 -0.061 0.047 -0.504
H 7.91862 3.25404 -0.74232 0.023 0.018 -0.260
H 6.06148 2.01303 -0.16565 0.069 0.227 -0.079
H 5.45947 3.03497 -1.49213 0.112 -0.008 0.116
H 6.48779 0.21046 -2.12451 0.005 0.170 0.100
H 5.28716 1.21286 -2.95089 -0.066 -0.330 0.054
H 4.12204 -0.63274 -1.58924 0.408 -0.180 0.240
H 4.97620 0.06605 -0.11731 -0.148 -0.573 -0.152
H 3.61164 1.88499 -0.04996 -0.263 0.218 -0.188
H 3.46244 1.94960 -1.82308 -0.309 0.101 0.171
H 2.01646 0.09068 0.12479 -0.216 0.062 -0.130
H 1.97185 -0.17526 -1.59291 -0.343 0.199 0.025
H 0.11725 0.38735 0.77184 0.096 0.114 -0.177
H -1.17055 0.76302 -0.32378 0.201 0.118 -0.245
H -0.94286 1.82053 2.08914 0.217 -0.007 -0.129
H 0.00907 3.06774 1.32433 0.044 -0.153 -0.233
H -2.72358 3.01793 1.63450 -0.090 -0.358 -0.216
H -2.65411 2.43212 -0.03002 0.200 -0.088 0.081
H -2.23017 5.15893 1.11877 0.073 -0.106 -0.051
H -0.89777 4.66636 0.08721 -0.196 0.163 -0.205
H -3.84230 5.06533 -0.61716 0.004 -0.136 -0.216
H -2.82829 3.89276 -1.55728 -0.523 0.151 -0.005
H -1.36710 5.41656 -2.36122 0.225 0.206 0.227
H -1.67167 6.61810 -1.10041 -0.130 0.131 -0.218
H -2.48880 7.43679 -3.25493 -0.296 0.075 0.072
H -3.21491 5.90936 -3.66206 -0.072 0.038 0.160
H -4.29284 7.89434 -1.59912 -0.268 -0.229 0.146
H -5.00690 7.43110 -3.15466 -0.072 0.078 0.259
H -5.00139 6.24077 -1.86173 0.079 0.163 0.145
H -1.00682 1.55948 -2.27361 0.132 -0.009 0.836
H 0.37671 -0.06491 -3.34772 0.044 0.170 0.183
H 1.68277 1.12562 -3.51611 -0.140 -0.091 -0.259
H -1.05133 1.91486 -4.64904 0.023 -0.210 0.265
H 0.48875 2.57516 -6.55850 -0.063 0.051 0.158
H 1.86187 2.10076 -5.54355 -0.130 -0.018 -0.025
H 0.81722 3.41445 -5.01466 -0.021 -0.093 -0.084
C 0.04531 -3.14919 1.24243 0.098 0.119 0.323
O -0.54835 -4.12944 0.38909 -0.022 0.014 -0.093
C -0.53551 -3.81578 -0.90452 -0.027 -0.029 0.101
O -0.07875 -2.80751 -1.38813 -0.059 -0.035 0.117
O -1.11548 -4.80691 -1.58398 0.116 0.084 0.098
C -1.14200 -4.57399 -2.98944 -0.119 -0.055 -0.557
H -0.02675 -3.52173 2.26086 -0.089 -0.226 -0.120
H 1.09705 -3.00964 0.99496 -0.058 0.073 -0.109
H -0.49258 -2.20346 1.17403 0.069 0.005 -0.138
H -0.13197 -4.49442 -3.38981 -0.008 0.135 0.077
H -1.71115 -3.67349 -3.21566 0.104 0.036 0.023
H -1.63282 -5.42003 -3.46365 -0.044 -0.095 0.282
C -3.35114 -0.88732 -3.21247 0.364 0.030 0.055
O -4.74056 -0.56663 -3.22805 -0.069 0.008 0.008
C -5.53592 -1.57478 -2.86000 -0.038 0.031 -0.013
O -5.17396 -2.67653 -2.53423 -0.023 0.126 -0.041
O -6.79880 -1.14834 -2.91636 0.094 0.024 -0.010
C -7.76782 -2.13020 -2.54602 -0.262 -0.130 0.058
H -2.80439 -0.00040 -3.52575 -0.234 0.089 -0.077
H -3.02906 -1.15296 -2.20515 -0.039 -0.163 -0.049
H -3.13279 -1.69455 -3.91003 -0.025 -0.056 0.094
H -7.61915 -2.44768 -1.51494 0.094 -0.082 -0.064
H -7.72480 -2.98587 -3.21828 0.103 -0.034 0.088
H -8.74556 -1.66349 -2.63284 0.119 0.168 -0.061
C 0.20341 -6.64687 5.85045 0.111 0.184 0.251
O -0.39068 -7.61434 4.98250 -0.023 -0.034 -0.057
C -0.36200 -7.28510 3.68893 -0.060 -0.085 -0.004
O 0.10697 -6.27796 3.22368 -0.003 -0.008 0.088
O -0.94440 -8.26495 2.99651 0.027 0.019 0.073
C -0.98345 -8.03980 1.58436 -0.081 -0.026 -0.299
H 0.11959 -7.02043 6.86770 -0.122 -0.175 -0.104
H 1.25858 -6.51525 5.61467 -0.059 0.088 -0.110
H -0.32554 -5.69725 5.78696 0.088 0.016 -0.090
H 0.02450 -7.96183 1.17970 -0.018 0.137 0.046
H -1.55663 -7.14333 1.35226 0.144 0.068 0.021
H -1.47667 -8.89900 1.13707 -0.009 -0.067 0.210
C -3.22593 -6.90685 8.50278 -0.112 -0.107 -0.312
O -3.00646 -6.55517 9.86848 0.063 0.059 0.048
C -2.04933 -5.64300 10.05271 -0.053 -0.030 0.067
O -1.38953 -5.12081 9.18997 -0.066 -0.099 0.052
O -1.94993 -5.40829 11.36202 -0.028 -0.031 -0.036
C -0.95672 -4.44386 11.71339 0.166 0.175 0.163
H -4.02182 -7.64642 8.47756 0.015 0.018 0.251
H -3.54242 -6.03699 7.92849 0.149 0.019 -0.008
H -2.32753 -7.34394 8.06867 0.018 0.123 -0.025
H -1.18416 -3.47711 11.26664 0.065 -0.060 -0.108
H 0.03259 -4.78160 11.40807 -0.043 0.055 -0.119
H -0.97592 -4.34445 12.79556 -0.154 -0.146 -0.020

=====

2.
82
Properties=species:S:1:pos:R:3:forces:R:3 method="wB97M-V/def2-TZVPD" homo_lumo_gap_ev=6.71 lumo_ha=-0.052 spin_multiplicity=1 e_homo_ha=-0.299 smiles="COCCCCCCCCc1cc(B(C)O)c(COC)c2nsnc12.O=[N+]([O-])c1ccccc1.O=[N+]([O-])c1ccccc1" total_charge=0
C 3.39825 0.87087 1.97575 0.448 1.244 0.362
O 2.95467 0.85013 0.56787 0.524 -2.389 1.247
C 3.17138 -0.46893 -0.05076 -0.570 -0.303 -1.095
C 1.92450 -0.67917 -1.13505 1.016 -0.266 -0.133
C 1.62977 -2.29726 -1.42061 -0.378 0.682 -1.069
C 0.01408 -2.53132 -1.72803 0.325 -0.160 0.305
C -0.67196 -3.53929 -0.58730 -0.779 0.640 -1.142
C -2.24646 -3.04182 -0.45143 0.133 -1.034 -0.361
C -3.07635 -3.79933 0.74805 -0.747 -0.565 0.084
C -4.56544 -3.09489 1.03538 0.936 0.952 -0.465
C -4.30401 -1.55267 1.53054 0.693 2.831 2.750
C -3.88820 -1.15146 3.07198 -0.589 1.217 -4.001
C -3.57699 0.41951 3.55404 -0.874 0.163 -4.955
B -3.12636 0.64845 5.11879 1.233 -1.182 0.603
C -3.65592 1.82965 6.13282 0.776 0.490 -0.173
O -2.15964 -0.34196 5.70582 -3.398 2.212 0.742
C -3.70307 1.60627 2.42973 -0.585 -2.614 0.801
C -3.38934 3.18042 2.76358 -0.101 0.266 -0.651
O -2.18366 3.63175 1.99357 -0.259 -1.671 2.069
C -1.04475 2.79494 2.42894 0.688 -0.854 0.182
C -4.14762 1.26762 0.85774 -0.135 -0.478 -0.390
N -4.33040 2.28645 -0.28210 -0.210 -6.622 2.219
S -4.80684 1.24506 -1.64052 1.089 -1.448 4.168
N -4.79761 -0.42216 -1.01711 1.372 3.696 4.707
C -4.42490 -0.29740 0.45432 -0.163 1.261 -1.370
H 4.48091 1.35563 1.97255 -2.675 -1.480 0.333
H 3.37054 -0.17097 2.51069 0.092 1.848 -1.231
H 2.66032 1.58734 2.56552 1.522 -1.430 -1.265
H 3.15368 -1.37354 0.69563 -0.105 1.915 -1.016
H 4.23714 -0.50497 -0.57894 -2.220 0.124 0.947
H 0.96152 -0.11662 -0.75324 2.041 -1.225 -0.537
H 2.26599 -0.16554 -2.14797 -0.910 -1.055 2.061
H 2.19445 -2.56760 -2.43319 -0.932 0.296 2.462
H 1.98806 -2.97641 -0.51213 -0.716 1.484 -2.059
H -0.16216 -2.97692 -2.81436 0.543 0.954 2.679
H -0.49647 -1.46665 -1.73256 0.862 -2.178 0.226
H -0.08230 -3.52287 0.43258 -1.264 0.122 -2.031
H -0.66936 -4.62650 -1.03898 0.107 2.074 1.094
H -2.26448 -1.87280 -0.39936 -0.097 -2.275 0.224
H -2.77160 -3.36026 -1.47485 1.055 0.853 2.144
H -3.32651 -4.92110 0.42600 0.688 2.392 0.538
H -2.48168 -3.89331 1.76316 -1.079 0.486 -2.074
H -5.21272 -3.71470 1.80836 1.469 1.454 -1.561
H -5.11831 -3.03476 -0.00631 0.983 -0.102 2.224
H -3.78439 -2.03178 3.85849 -0.236 2.130 -1.838
H -2.69321 2.46817 6.43328 -2.029 -1.281 -0.537
H -4.04983 1.33257 7.11660 0.444 1.156 -1.785
H -4.40914 2.55494 5.60699 1.208 -1.484 1.374
H -2.37370 -0.30499 6.70454 0.929 -0.062 -2.258
H -4.28700 3.88427 2.42524 1.969 -1.722 0.478
H -3.18544 3.42155 3.89035 -0.433 -0.939 -1.980
H -1.23131 2.35556 3.52046 0.421 0.928 -2.287
H -0.93686 1.89421 1.67806 -0.158 1.663 1.574
H -0.01323 3.37400 2.45817 -2.415 -0.820 -0.256
O 6.06202 2.24907 2.51216 1.741 1.314 0.461
N 6.98054 3.05618 2.71854 0.112 -0.907 0.941
O 7.78861 2.97493 3.65474 -1.268 0.079 -1.426
C 7.11691 4.18777 1.79368 0.054 0.793 -0.650
C 6.20186 4.33948 0.74276 0.052 0.002 0.071
C 6.32214 5.43123 -0.11922 0.264 -0.049 0.303
C 7.34904 6.35838 0.06516 -0.012 -0.113 0.086
C 8.26520 6.19910 1.10625 -0.308 -0.289 -0.037
C 8.15339 5.11285 1.97644 -0.042 -0.012 -0.014
H 5.39604 3.62580 0.58572 0.241 0.059 0.203
H 5.61288 5.56138 -0.93382 0.131 -0.088 0.202
H 7.43539 7.21110 -0.60611 -0.014 -0.185 0.137
H 9.06454 6.92434 1.24164 -0.155 -0.193 0.017
H 8.87343 5.00457 2.78488 -0.301 -0.153 -0.144
O 0.54977 -4.01365 -4.62578 -1.730 -0.436 -0.221
N -0.66032 -4.26162 -4.73491 0.625 -0.696 0.806
O -1.29936 -4.99079 -3.96292 0.965 1.093 -1.046
C -1.38408 -3.65392 -5.85800 -0.481 0.419 -0.769
C -0.69279 -2.85251 -6.77704 -0.057 -0.045 0.031
C -1.38171 -2.29695 -7.85692 -0.191 -0.237 0.280
C -2.74783 -2.53660 -8.01323 0.061 -0.057 0.110
C -3.43591 -3.32651 -7.09063 0.416 0.064 0.051
C -2.75712 -3.88983 -6.00823 0.054 0.016 -0.014
H 0.37176 -2.65633 -6.66932 -0.273 -0.183 0.156
H -0.85269 -1.67902 -8.57932 -0.071 -0.141 0.196
H -3.27953 -2.10587 -8.85996 0.110 -0.083 0.185
H -4.50118 -3.50623 -7.21767 0.235 0.010 0.081
H -3.30702 -4.50575 -5.29971 0.336 0.128 -0.072

=====

3.
11
Properties=species:S:1:pos:R:3:forces:R:3 method="wB97M-V/def2-TZVPD" homo_lumo_gap_ev=10.73 de_lowest_ev=1.393 lumo_ha=-0.033 spin_multiplicity=1 e_homo_ha=-0.427 smiles="F[C@@H](Cl)C(F)(F)C1(F)N=N1" total_charge=0
F -2.00649 0.45552 0.31837 0.384 0.654 0.497
C -1.08653 0.39215 -0.70613 1.753 6.971 4.548
Cl -1.40589 1.64457 -1.85312 0.162 0.778 -0.341
C 0.37266 0.44472 -0.11959 -3.511 -3.293 -1.909
F 0.41766 1.50583 0.54797 0.991 4.074 2.937
F 1.22108 0.49874 -1.12327 1.385 -0.044 -1.190
C 0.63483 -0.78415 0.72458 1.575 -0.937 0.042
F -0.41746 -1.61237 0.90841 0.268 0.201 0.014
N 1.63717 -0.74057 1.73805 0.903 -2.051 -2.861
N 1.96471 -1.41666 0.67367 -2.147 2.511 3.095
H -1.33173 -0.38780 -1.10894 -1.763 -8.863 -4.831

=====

4.
9
Properties=species:S:1:pos:R:3:forces:R:3 method="wB97M-V/def2-TZVPD" homo_lumo_gap_ev=8.61 de_lowest_ev=2.737 lumo_ha=-0.028 spin_multiplicity=1 e_homo_ha=-0.344 total_charge=0
C -0.56216 -1.40023 -0.38032 -0.061 -0.909 -0.032
C -1.09395 -0.27754 -0.57877 -0.086 2.610 -0.212
N 2.89916 -0.38175 1.18735 -0.474 0.491 -0.751
O -0.01043 -2.38225 -0.22707 1.319 -2.442 0.474
O 2.00989 0.51116 -0.99173 -0.105 0.133 -0.588
S 2.98461 -0.33037 -0.33667 -0.227 0.039 1.723
H -2.09980 -0.05557 -0.70713 -1.493 0.089 -0.135
H -0.35571 0.49132 -0.61296 0.274 0.686 -0.125
H 2.12142 0.22642 1.55770 0.854 -0.697 -0.353